Entry 1:
Molecular formula: C4H8Si2
Method: DFT, the ωB97M-V functional and the def2-TZVPD basis

Net charge = 0
Kohn-Sham gap = 0.27508 Eh
Energy relative to the best compared isomer or geometry (same formula, charge and spin) = 84.0 kcal/mol
Spin multiplicity = 1

Last column: Löwdin charge in e.
Element x y z (Å)
Si: -0.35 1.39 -0.42  0.68
Si: 1.09 -3.71 0.76  0.58
C: 0.93 -1.75 3.06  0.02
C: -0.72 4.16 -1.45  -0.14
C: 0.84 -2.46 2.10  -0.35
C: -1.22 3.08 -0.88  -0.51
H: 0.71 -4.94 1.67  -0.04
H: -2.28 2.98 -0.88  0.00
H: -1.23 5.04 -1.97  0.07
H: 2.46 -3.66 0.54  -0.11
H: -1.34 0.45 -1.25  -0.16
H: 0.44 4.31 -1.34  0.07
H: 1.14 -1.16 3.90  0.01
H: 0.40 -3.76 -0.50  -0.10



Entry 2:
Molecular formula: CH4N2
Method: DFT, the ωB97M-V functional and the def2-TZVPD basis

Net charge = 0
Kohn-Sham gap = 0.38220 Eh
Energy relative to the best compared isomer or geometry (same formula, charge and spin) = 27.5 kcal/mol
Spin multiplicity = 1
SMILES string = [H]/N=C\N

Last column: Löwdin charge in e.
Element x y z (Å)
N: 1.53 -0.09 0.00  0.04
N: -0.92 -0.14 -0.03  0.05
C: 0.35 0.47 0.00  -0.35
H: -1.75 0.42 -0.08  0.07
H: 0.33 1.55 0.05  0.10
H: 1.45 -1.09 -0.14  0.01
H: -0.99 -1.12 0.21  0.08



Entry 3:
Molecular formula: C2H3NO2
Method: DFT, the ωB97M-V functional and the def2-TZVPD basis

Net charge = 0
Kohn-Sham gap (spin up / spin down) = 0.37761 / 0.26031 Eh
Energy relative to the best compared isomer or geometry (same formula, charge and spin) = 140.1 kcal/mol
Spin multiplicity = 1

Last column: Löwdin charge in e.
Element x y z (Å)
O: -0.70 0.87 0.28  -0.17
O: 2.17 -1.41 -0.56  0.05
N: -1.91 0.74 0.65  0.01
C: 0.09 -0.57 -0.05  0.15
C: 1.41 -0.47 -0.53  -0.33
H: -0.41 -1.37 0.47  0.10
H: 1.68 0.52 -0.95  0.13
H: -2.32 1.68 0.69  0.07



Entry 4:
Molecular formula: CH5N3S
Method: DFT, the ωB97M-V functional and the def2-TZVPD basis

Net charge = 0
Kohn-Sham gap = 0.35193 Eh
Energy relative to the best compared isomer or geometry (same formula, charge and spin) = 37.1 kcal/mol
Spin multiplicity = 1
SMILES string = N/N=C\NS

Last column: Löwdin charge in e.
Element x y z (Å)
S: -2.65 -0.11 -0.27  0.70
N: -0.92 -0.22 0.00  -0.45
N: 1.65 -0.67 -0.19  -0.06
N: 1.26 0.69 -0.21  -0.09
C: -0.01 0.85 -0.15  -0.31
H: -0.47 -1.17 0.12  0.09
H: -2.90 0.37 0.97  -0.15
H: 2.20 -0.75 0.68  0.09
H: 2.40 -0.83 -0.86  0.07
H: -0.56 1.85 -0.10  0.12



Entry 5:
Molecular formula: C32H55CaN4OP2
Method: DFT, the ωB97M-V functional and the def2-TZVPD basis

Net charge = +1
Kohn-Sham gap = 0.21386 Eh
Spin multiplicity = 1

Last column: Löwdin charge in e.
Element x y z (Å)
Ca: -0.21 -0.10 0.80  0.80
P: -0.24 2.17 -0.06  1.08
P: 0.34 -2.45 0.95  1.04
O: -2.53 -0.07 2.87  0.15
N: 1.28 -0.29 -0.79  -0.05
N: 0.78 1.08 3.74  -0.01
N: -1.49 -0.25 -0.96  -0.04
N: 1.27 0.50 2.66  -0.08
C: 1.77 1.36 4.60  -0.08
C: -1.74 4.48 0.74  -0.10
C: -1.97 0.38 -3.33  -0.53
C: 0.00 1.49 -1.83  -0.28
C: 2.07 0.46 -2.94  0.00
C: -3.49 0.51 -3.07  -0.05
C: -1.53 1.41 -4.38  -0.06
C: 1.25 -4.67 2.55  -0.09
C: 2.96 0.96 4.04  -0.04
C: 2.12 -2.29 0.35  -0.23
C: -2.02 -3.35 -0.22  -0.10
C: 2.55 2.53 0.17  -0.10
C: 3.06 -0.53 -2.92  -0.02
C: 1.24 3.35 0.23  -0.64
C: 1.18 0.56 -1.85  -0.29
C: 2.20 -1.30 -0.79  -0.33
C: -0.22 -5.14 -0.10  -0.09
C: 1.29 -2.42 3.61  -0.11
C: 0.00 -3.23 -1.69  -0.11
C: 1.16 3.95 1.65  -0.10
C: 3.11 -1.43 -1.84  -0.02
C: -1.63 -0.10 2.11  -0.17
C: 1.33 4.46 -0.83  -0.07
C: -3.00 2.36 0.54  -0.11
C: -1.23 0.49 -1.96  -0.41
C: 2.62 0.43 2.81  -0.16
C: -1.70 -1.04 -3.90  -0.06
C: -0.91 -3.51 3.23  -0.08
C: -1.87 3.20 -0.11  -0.63
C: -0.51 -3.64 -0.29  -0.64
C: 0.50 -3.33 2.64  -0.66
C: -2.26 3.57 -1.55  -0.07
H: 1.98 1.16 -3.78  0.12
H: 2.91 2.40 -0.86  0.08
H: -0.62 -5.68 -0.98  0.10
H: -2.71 5.01 0.70  0.10
H: 3.85 -2.23 -1.82  0.12
H: -3.97 -0.48 -3.19  0.09
H: 1.52 -3.00 4.51  0.10
H: -2.82 2.75 -2.03  0.06
H: 0.80 4.99 1.66  0.07
H: 0.59 4.35 -1.63  0.06
H: 3.33 3.08 0.73  0.09
H: -2.34 -2.80 -1.12  0.06
H: -0.08 -2.15 -1.84  0.05
H: -2.96 2.44 1.64  0.07
H: 2.44 1.54 0.63  0.03
H: -1.39 -2.54 3.44  0.06
H: 2.03 -4.64 1.77  0.07
H: -2.57 -4.31 -0.18  0.09
H: 2.66 -1.88 1.23  0.06
H: 1.76 -4.86 3.52  0.09
H: 3.31 0.03 2.09  0.12
H: 0.50 3.35 2.30  0.05
H: -1.69 2.45 -4.04  0.07
H: 2.17 3.94 2.10  0.08
H: -2.10 -1.80 -3.21  0.06
H: -0.97 5.17 0.37  0.07
H: 1.14 5.44 -0.34  0.08
H: 1.04 -3.56 -1.87  0.09
H: -3.94 1.21 -3.80  0.09
H: -0.64 -3.72 -2.45  0.10
H: -2.19 -1.15 -4.88  0.10
H: -0.23 1.29 3.89  0.17
H: -3.70 0.88 -2.06  0.06
H: 1.64 1.84 5.56  0.13
H: 2.60 -3.24 0.07  0.10
H: 2.24 -2.07 3.17  0.06
H: -2.11 1.27 -5.30  0.09
H: -1.54 4.24 1.80  0.07
H: 0.86 -5.35 -0.04  0.08
H: -2.96 1.30 0.27  0.04
H: 2.33 4.51 -1.29  0.09
H: -0.62 -1.21 -4.02  0.08
H: 0.59 -5.53 2.35  0.07
H: -0.83 -4.06 4.19  0.10
H: -1.58 -4.09 2.57  0.08
H: -0.46 1.29 -4.64  0.08
H: -0.72 -5.56 0.79  0.07
H: 0.70 -1.53 3.90  0.06
H: -3.97 2.78 0.20  0.10
H: 3.77 -0.62 -3.75  0.12
H: -2.30 -2.76 0.68  0.05
H: -2.90 4.46 -1.54  0.10
H: 3.95 1.04 4.46  0.11
H: -1.38 3.79 -2.18  0.06
H: 0.08 2.25 -2.61  0.10



Entry 6:
Molecular formula: C6H13N2Si
Method: DFT, the ωB97M-V functional and the def2-TZVPD basis

Net charge = +1
Kohn-Sham gap = 0.29733 Eh
Energy relative to the best compared isomer or geometry (same formula, charge and spin) = 26.0 kcal/mol
Spin multiplicity = 1
SMILES string = CC1=C[N+](C)=C(C)[SiH2]N1

Last column: Löwdin charge in e.
Element x y z (Å)
Si: 1.53 -1.08 -0.78  0.84
N: -0.37 0.83 -0.26  -0.13
N: 0.77 -2.01 0.59  -0.04
C: -0.33 -1.36 1.07  -0.37
C: 1.14 1.74 -2.01  -0.05
C: -1.09 -2.05 2.16  -0.01
C: -0.79 -0.14 0.66  -0.07
C: 0.63 0.71 -1.09  -0.25
C: -1.13 2.07 -0.20  0.01
H: 0.36 2.37 -2.43  0.09
H: 1.70 1.27 -2.81  0.09
H: -1.68 0.18 1.18  0.12
H: -1.22 2.52 -1.19  0.10
H: -0.86 -1.60 3.12  0.10
H: 1.83 2.39 -1.46  0.12
H: -2.13 1.90 0.18  0.10
H: -2.16 -1.96 2.00  0.10
H: -0.83 -3.10 2.20  0.09
H: -0.62 2.78 0.45  0.13
H: 1.27 -1.84 -2.00  -0.03
H: 1.07 -2.86 1.03  0.11
H: 2.90 -0.77 -0.40  -0.03



Entry 7:
Molecular formula: C7H9Cl2NOS
Method: DFT, the ωB97M-V functional and the def2-TZVPD basis

Net charge = 0
Kohn-Sham gap = 0.30319 Eh
Energy relative to the best compared isomer or geometry (same formula, charge and spin) = 12.5 kcal/mol
Spin multiplicity = 1

Last column: Löwdin charge in e.
Element x y z (Å)
Cl: -0.42 1.34 2.02  0.63
Cl: 4.20 0.13 -0.06  0.68
S: -0.42 1.86 -0.90  0.87
O: -0.37 1.02 -2.10  -0.54
N: -1.51 -1.59 0.41  0.08
C: 2.49 -0.16 0.03  -0.66
C: 0.82 -1.95 -0.03  -0.06
C: 2.09 -1.52 -0.13  -0.12
C: 1.70 0.84 0.47  -0.26
C: -2.20 1.89 -0.40  -0.26
C: 0.25 0.79 0.47  -0.83
C: -0.36 -1.15 -0.18  -0.24
H: 2.89 -2.24 -0.14  0.10
H: -2.38 2.81 0.14  0.04
H: -0.50 -0.71 -1.17  0.10
H: 2.17 1.71 0.92  0.10
H: -2.37 -1.11 0.18  0.09
H: -2.45 1.05 0.24  0.00
H: -2.79 1.86 -1.31  0.05
H: 0.64 -3.00 0.17  0.12
H: -1.45 -1.89 1.37  0.10



Entry 8:
Molecular formula: C4H8N2S
Method: DFT, the ωB97M-V functional and the def2-TZVPD basis

Net charge = 0
Kohn-Sham gap = 0.32953 Eh
Energy relative to the best compared isomer or geometry (same formula, charge and spin) = 81.4 kcal/mol
Spin multiplicity = 1
SMILES string = [H]/N=C(\N)C(=C)SC

Last column: Löwdin charge in e.
Element x y z (Å)
S: 1.63 -0.04 -1.00  0.81
N: -2.24 0.37 -0.01  0.08
N: -1.01 -1.52 -0.50  0.06
C: -0.01 2.06 -0.25  0.02
C: 1.85 -0.60 0.79  -0.37
C: -1.13 -0.19 -0.36  -0.64
C: 0.00 0.69 -0.57  -0.56
H: 1.24 -1.47 1.15  0.06
H: 2.82 -0.93 1.02  -0.01
H: -0.33 -1.92 -1.15  0.07
H: -2.08 -1.78 -0.91  0.19
H: -0.73 2.89 -0.11  0.06
H: 1.91 0.23 1.51  0.04
H: 1.12 2.48 0.04  0.10
H: -3.04 -0.29 0.34  0.09



Per-record calculated total energy, Eh: -735.9703; -149.9993; -283.0348; -603.4868; -2906.5781; -635.1676; -1720.5955; -664.8030